Entry 1:
# C29H34BF4KN7

C29H34BF4KN7 as an isolated structure (wB97M-V/def2-TZVPD, the Open Molecules 2025 dataset).

Structure (XYZ):
```
76
C29H34BF4KN7, DFT wB97M-V/def2-TZVPD
K 0.2475 -0.4001 0.1943
C -1.6840 2.7308 0.6238
N -0.4519 2.4400 -0.0998
C -0.5446 2.9032 -1.4780
C 0.3151 2.1176 -2.4460
C 1.1721 2.7581 -3.3319
C 1.9499 1.9892 -4.1834
C 1.8476 0.6101 -4.1182
C 0.9574 0.0581 -3.2068
N 0.1987 0.7920 -2.3958
C 0.6949 2.9938 0.6206
C 2.0215 2.7636 -0.0596
C 2.8879 3.8257 -0.2886
C 4.1163 3.5793 -0.8820
C 4.4389 2.2810 -1.2317
C 3.5115 1.2826 -0.9638
N 2.3372 1.5104 -0.3918
C -1.7449 2.1222 2.0052
C -2.0939 2.8894 3.1051
C -2.2073 2.2704 4.3426
C -1.9652 0.9154 4.4334
C -1.6083 0.2328 3.2787
N -1.5052 0.8138 2.0908
H -2.5115 2.3187 0.0413
H -1.8492 3.8196 0.7122
H -0.3082 3.9774 -1.5668
H -1.5816 2.7778 -1.7996
H 1.2506 3.8379 -3.3250
H 2.6377 2.4622 -4.8736
H 2.4497 -0.0355 -4.7430
H 0.8742 -1.0202 -3.1015
H 0.7411 2.5278 1.6096
H 0.5642 4.0805 0.7706
H 2.6000 4.8282 0.0004
H 4.8078 4.3916 -1.0697
H 5.3847 2.0368 -1.6959
H 3.7229 0.2492 -1.2202
H -2.2599 3.9536 2.9955
H -2.4612 2.8471 5.2233
H -2.0081 0.3931 5.3786
H -1.3807 -0.8260 3.3167
C -2.6201 -4.8825 0.9772
C -2.9121 -3.4488 0.6795
C -4.0082 -2.6543 0.9627
C -3.6910 -1.3936 0.4168
N -2.4976 -1.4209 -0.1582
N -2.0407 -2.6765 0.0138
C -4.4844 -0.1281 0.4642
H -3.3918 -5.2963 1.6249
H -1.6556 -4.9931 1.4749
H -2.5841 -5.4770 0.0625
H -4.9030 -2.9437 1.4900
H -1.0621 -2.9054 -0.3396
H -5.5538 -0.3276 0.3810
H -4.1890 0.5241 -0.3579
H -4.3123 0.4089 1.4007
F 1.1537 1.9323 3.6808
B 1.8048 0.6774 3.6207
F 1.8856 0.2963 2.2492
F 1.0537 -0.2826 4.3190
F 3.0892 0.7822 4.1521
C -0.5306 -3.2361 -3.1993
C 0.6180 -3.4134 -2.2494
C 1.8502 -4.0003 -2.4753
C 2.5176 -4.0141 -1.2194
C 1.6512 -3.4247 -0.3159
C 1.8514 -3.1491 1.1474
N 0.4944 -3.0460 -0.9381
H -1.2491 -4.0606 -3.1354
H -0.1826 -3.1890 -4.2343
H -1.0842 -2.3178 -2.9834
H 2.2113 -4.3928 -3.4165
H 3.5039 -4.4003 -1.0030
H 2.5458 -3.8634 1.5925
H 0.9042 -3.2304 1.6894
H 2.2536 -2.1522 1.3560
```

The value obtained for the LUMO energy is 2.2 eV. As for the multiplicity: 1. The net charge is -1. Its HOMO energy is -3.8 eV. The calculation puts the energy relative to the best compared isomer or geometry (same formula, charge and spin) at 0.0 kcal/mol. The energy comes out at -68937.942 eV. The HOMO-LUMO gap comes out at 6.0 eV.

Table of Löwdin atomic charges, one value per atom, all in e: K 0.695; C -0.140; N -0.166; C -0.128; C -0.283; C -0.036; C -0.074; C -0.058; C -0.113; N 0.090; C -0.116; C -0.256; C -0.023; C -0.073; C -0.064; C -0.115; N 0.100; C -0.285; C -0.025; C -0.063; C -0.052; C -0.125; N 0.098; H 0.115; H 0.123; H 0.126; H 0.127; H 0.108; H 0.103; H 0.103; H 0.090; H 0.111; H 0.129; H 0.108; H 0.101; H 0.099; H 0.120; H 0.106; H 0.103; H 0.107; H 0.121; C -0.027; C -0.324; C -0.012; C -0.381; N 0.045; N 0.018; C -0.048; H 0.070; H 0.075; H 0.077; H 0.094; H 0.080; H 0.068; H 0.064; H 0.063; F 0.087; B -1.252; F 0.027; F 0.099; F 0.108; C -0.078; C -0.439; C -0.113; C -0.107; C -0.417; C -0.060; N -0.025; H 0.062; H 0.064; H 0.057; H 0.072; H 0.074; H 0.070; H 0.067; H 0.052

Entry 2:
# C5H16N2O

A 3-piece molecular cluster, C5H16N2O overall at a distorted geometry (wB97M-V/def2-TZVPD, the Open Molecules 2025 dataset).

Structure (XYZ):
```
24
C5H16N2O, DFT wB97M-V/def2-TZVPD
C 0.8089 -0.4322 -0.8648
C 1.7216 0.6769 -1.3551
C 1.5136 -1.7625 -0.6536
N -0.3614 -0.5940 -1.6334
N -1.1249 0.5786 -1.8315
H -0.9161 -1.3718 -1.2802
H 0.4802 -0.0836 0.2492
H -1.8087 0.3832 -2.5518
H -1.5883 0.8000 -0.9291
H 2.3305 -1.6523 0.0604
H 1.9321 -2.1207 -1.5964
H 2.1495 0.3998 -2.3219
H 1.1660 1.6029 -1.4785
H 2.5378 0.8338 -0.6484
H 0.8283 -2.5212 -0.2696
C 0.3891 0.2864 1.7767
C -2.3546 0.8040 1.8393
O -1.4079 0.5590 0.8607
H -2.9857 1.6698 1.5847
H 1.4342 -0.0184 1.7109
H -0.1079 -0.3759 2.4743
H 0.2996 1.3338 2.0273
H -1.9180 1.0669 2.8246
H -3.0180 -0.0625 2.0060
```

The value obtained for the LUMO energy is -0.3 eV. As for the multiplicity: 1. Its HOMO energy is -8.3 eV. The calculation puts the energy relative to the best compared isomer or geometry (same formula, charge and spin) at 127.5 kcal/mol. The energy comes out at -10466.992 eV. The HOMO-LUMO gap comes out at 8.0 eV.

Table of Löwdin atomic charges, one value per atom, all in e: C -0.496; C -0.051; C -0.051; N -0.097; N 0.004; H 0.123; H 0.063; H 0.074; H 0.052; H 0.076; H 0.085; H 0.085; H 0.070; H 0.077; H 0.081; C 0.094; C -0.242; O -0.332; H 0.078; H 0.046; H 0.055; H 0.061; H 0.071; H 0.073

Entry 3:
# C17H57B2F3HgO11S

C17H57B2F3HgO11S as an isolated structure at a distorted geometry (wB97M-V/def2-TZVPD, the Open Molecules 2025 dataset).

Structure (XYZ):
```
92
C17H57B2F3HgO11S, DFT wB97M-V/def2-TZVPD
Hg -0.6083 0.7978 3.3875
O -3.4708 2.1132 0.9566
H -4.1241 1.5661 0.5145
H -2.6351 2.0593 0.4871
H -3.3414 1.6949 1.8110
O 2.0100 3.8362 1.9594
H 2.7689 3.2781 2.1441
H 1.8143 4.1981 2.8268
H 1.2866 3.2668 1.6874
B 1.5281 0.5839 4.2929
H 1.4683 0.4628 3.2224
H 1.1198 1.5462 4.5601
H 0.8317 -0.1603 4.6473
H 2.5259 0.4584 4.6841
B -2.7445 0.3127 2.7096
H -2.7086 1.3233 3.0860
H -2.0097 0.2789 1.9201
H -2.5934 -0.3656 3.5350
H -3.7069 0.1626 2.2455
C 0.4652 -0.0602 -1.2866
F 0.4167 0.4120 -2.5632
F -0.5574 -0.9498 -1.0631
F 1.5830 -0.7205 -0.9948
S 0.1145 1.3863 -0.0243
O -1.2019 1.8097 -0.3819
O 0.1333 0.7185 1.2733
O 1.1642 2.3953 -0.2903
C -1.2336 4.3051 3.2592
O -0.5636 3.1662 2.7908
H -0.7519 5.2278 2.9355
H -2.1876 4.3609 2.7350
H -1.5188 4.4374 4.3029
C 2.3599 5.3898 -2.6092
C 2.9634 5.5549 -1.2178
C 2.0990 6.3055 -0.1405
O 3.2113 4.2425 -0.7738
H 1.5648 4.6497 -2.5186
H 3.1173 4.7920 -3.1163
H 2.0527 6.2821 -3.1545
H 3.9114 6.0653 -1.3877
H 1.0694 6.1798 -0.4754
H 2.4417 7.3327 -0.2650
H 2.2906 6.0285 0.8962
H 2.3561 3.8287 -0.9118
C -0.2213 -2.0089 -4.2918
C -0.4492 -2.5092 -5.7184
C -0.5877 -1.4085 -6.6675
O 0.7006 -3.2517 -6.0508
H -1.1317 -1.6496 -3.8122
H 0.4941 -1.1866 -4.3036
H 0.2254 -2.8564 -3.7720
H -1.2756 -3.2193 -5.7478
H -1.4796 -0.8627 -6.3596
H -0.6147 -1.7261 -7.7099
H 0.2329 -0.6942 -6.7329
H 1.3836 -2.5925 -6.1943
C -0.1718 -4.0752 3.7973
C -0.2037 -3.0503 2.6461
C -1.3655 -3.3016 1.7053
O -0.4650 -1.7504 3.2207
H -1.1459 -4.2821 4.2406
H 0.4640 -3.7373 4.6157
H 0.2780 -5.0001 3.4361
H 0.6740 -3.0078 2.0012
H -1.2524 -4.2714 1.2208
H -1.6800 -2.5192 1.0146
H -2.2656 -3.4441 2.3032
H -0.5817 -1.8206 4.1710
C -3.9864 -1.8471 -0.1928
C -3.8650 -0.4369 -0.7449
C -3.8545 -0.3979 -2.2857
O -4.8285 0.3421 -0.1555
H -3.8803 -1.8381 0.8920
H -3.2160 -2.5335 -0.5441
H -4.9570 -2.2592 -0.4689
H -2.9081 0.0411 -0.5354
H -4.7269 -0.9144 -2.6860
H -3.0330 -1.0556 -2.5696
H -3.5892 0.4829 -2.8704
H -5.6332 -0.1774 -0.2206
C 3.8198 -2.8210 0.9935
C 3.4475 -3.9348 0.0394
C 4.4049 -4.0618 -1.2384
O 3.5941 -5.1601 0.6844
H 4.8828 -2.5828 1.0331
H 3.5210 -3.1103 2.0011
H 3.1874 -1.9698 0.7413
H 2.3704 -3.8352 -0.0946
H 4.0711 -4.9080 -1.8390
H 5.4207 -4.2939 -0.9184
H 4.3397 -3.2084 -1.9133
H 3.1476 -5.8481 0.1856
```

The value obtained for the LUMO energy is -0.1 eV. As for the multiplicity: 1. Its HOMO energy is -8.2 eV. The energy comes out at -65579.983 eV. The HOMO-LUMO gap comes out at 8.1 eV.

Table of Löwdin atomic charges, one value per atom, all in e: Hg 1.158; O 0.233; H 0.064; H 0.067; H 0.018; O 0.293; H 0.178; H 0.164; H 0.087; B -0.418; H -0.075; H -0.064; H -0.072; H -0.019; B -0.454; H -0.022; H -0.033; H -0.006; H 0.014; C -0.551; F 0.109; F 0.082; F 0.141; S 0.576; O -0.290; O -0.391; O -0.310; C -0.301; O -0.441; H 0.049; H 0.046; H 0.059; C -0.051; C -0.483; C -0.030; O -0.075; H 0.076; H 0.084; H 0.085; H 0.128; H 0.080; H 0.070; H 0.054; H 0.021; C -0.053; C -0.525; C -0.080; O -0.050; H 0.060; H 0.072; H 0.088; H 0.145; H 0.090; H 0.087; H 0.087; H 0.086; C -0.037; C -0.412; C -0.058; O -0.146; H 0.085; H 0.082; H 0.082; H 0.129; H 0.087; H 0.050; H 0.082; H 0.070; C -0.027; C -0.497; C -0.024; O -0.036; H 0.076; H 0.083; H 0.091; H 0.110; H 0.080; H 0.055; H 0.088; H 0.130; C -0.052; C -0.488; C -0.032; O -0.069; H 0.082; H 0.078; H 0.065; H 0.122; H 0.061; H 0.077; H 0.065; H 0.089

Q: The lowest LUMO belongs to which entry?
A: C5H16N2O